Entry 1:
{
  "formula": "C2H6N2O",
  "method": "wB97M-V/def2-TZVPD",
  "molar_mass_g_mol": 74.08,
  "charge": 0,
  "smiles": "[H]/N=C/N.C=O",
  "gap_ev": 10.34,
  "relative_energy_kcal_mol": 43.2,
  "elements": ["N", "C", "N", "H", "H", "H", "H", "O", "C", "H", "H"],
  "positions_angstrom": [[1.0645, 0.6394, 0.1855], [-0.0452, 1.3018, 0.6408], [-1.2379, 0.9522, 0.3600], [1.8990, 1.1993, 0.1891], [0.9701, 0.0748, -0.6472], [0.1835, 2.1797, 1.2538], [-1.8880, 1.7046, 0.5596], [0.7327, -1.9781, -1.3451], [-0.2321, -1.9983, -0.6236], [-0.5417, -1.1968, 0.0507], [-0.9050, -2.8786, -0.6236]],
  "nbo_charge": [-0.8214, 0.2917, -0.7554, 0.3848, 0.4083, 0.1431, 0.3508, -0.5303, 0.2828, 0.1482, 0.0975]
}

***

Entry 2:
{
  "formula": "C2H6N2O",
  "method": "wB97M-V/def2-TZVPD",
  "molar_mass_g_mol": 74.08,
  "charge": 0,
  "smiles": "[H]/N=C\\NOC",
  "gap_ev": 10.31,
  "relative_energy_kcal_mol": 137.0,
  "elements": ["C", "C", "H", "H", "H", "H", "H", "H", "N", "N", "O"],
  "positions_angstrom": [[-0.5683, -1.5389, -0.6662], [0.8476, 1.0811, 0.8612], [-0.0735, -2.0712, 0.3950], [-0.0738, -2.2638, -1.1957], [-1.7043, -1.5406, -0.8519], [-0.6626, 1.3336, -0.5995], [1.6341, 0.1670, 0.9631], [-0.0583, 2.7192, 0.7498], [-0.0556, 0.5441, -0.1261], [0.4873, 2.1576, 1.4586], [0.2274, -0.5880, -0.9882]],
  "nbo_charge": [-0.2322, 0.2759, 0.1342, 0.1996, 0.1884, 0.3597, 0.1947, 0.3333, -0.3922, -0.6877, -0.3736]
}

***

Entry 3:
{
  "formula": "C2H6N2O",
  "method": "wB97M-V/def2-TZVPD",
  "molar_mass_g_mol": 74.08,
  "charge": 0,
  "smiles": "NC/C=N\\O",
  "gap_ev": 10.42,
  "relative_energy_kcal_mol": 73.7,
  "elements": ["C", "C", "H", "H", "H", "H", "H", "H", "N", "N", "O"],
  "positions_angstrom": [[0.1098, -0.6415, -0.3345], [-1.0995, 0.3017, -0.4477], [2.0119, -0.4596, 0.4794], [1.7302, 0.4383, -0.9375], [0.1557, -1.1088, -1.2875], [-0.1545, -1.3308, 0.4504], [-1.6830, 0.3497, -1.3899], [-0.0397, 0.3999, 1.4115], [1.3342, 0.1279, -0.0759], [-1.5276, 1.0376, 0.4775], [-0.8375, 0.8855, 1.6542]],
  "nbo_charge": [-0.3211, -0.0132, 0.3723, 0.3758, 0.1981, 0.2128, 0.1930, 0.4576, -0.8542, -0.0760, -0.5451]
}

***

Entry 4:
{
  "formula": "C2H6N2O2",
  "method": "wB97M-V/def2-TZVPD",
  "molar_mass_g_mol": 90.08,
  "charge": 0,
  "smiles": "C=CO.NN=O",
  "gap_ev": 9.29,
  "relative_energy_kcal_mol": 87.5,
  "elements": ["N", "N", "C", "C", "O", "O", "H", "H", "H", "H", "H", "H"],
  "positions_angstrom": [[2.0636, 1.3661, -0.9070], [2.0299, 1.6151, 0.3629], [-1.2620, -1.0195, 0.6160], [-1.9425, -1.4366, -0.4430], [-0.1156, -0.3121, 0.5843], [1.0292, 0.9260, -1.4257], [0.1451, -0.0424, -0.3803], [2.8608, 2.0045, 0.7850], [1.2432, 1.3253, 0.9549], [-1.6245, -1.1545, 1.6298], [-1.5893, -1.2536, -1.4463], [-2.8381, -2.0184, -0.3306]],
  "nbo_charge": [0.2489, -0.5544, 0.1659, -0.5470, -0.7510, -0.4400, 0.4952, 0.3966, 0.4072, 0.1725, 0.1973, 0.2088]
}

***

Entry 5:
{
  "formula": "C2H6N2O2",
  "method": "wB97M-V/def2-TZVPD",
  "molar_mass_g_mol": 90.08,
  "charge": 0,
  "smiles": "CONC(N)=O",
  "gap_ev": 10.07,
  "relative_energy_kcal_mol": 117.1,
  "elements": ["C", "C", "H", "H", "H", "H", "H", "H", "N", "N", "O", "O"],
  "positions_angstrom": [[2.1237, 0.1744, 0.5339], [-0.8701, 0.1002, -0.1279], [2.1844, -0.4715, 1.4632], [1.9838, 1.4711, 0.6473], [3.2293, -0.1843, 0.0094], [-0.4870, -1.6805, -0.5169], [-2.7577, 0.4667, 0.2896], [-2.2424, -1.0766, 1.1078], [-0.0186, -0.7656, -0.2306], [-2.1623, -0.3410, 0.3242], [1.2611, -0.4302, -0.5099], [-0.5319, 1.3769, -0.2515]],
  "nbo_charge": [-0.3019, 0.7270, 0.1951, 0.2500, 0.2082, 0.3934, 0.4114, 0.4060, -0.3142, -0.8957, -0.3717, -0.7076]
}

***

Entry 6:
{
  "formula": "C2H6N2O2",
  "method": "wB97M-V/def2-TZVPD",
  "molar_mass_g_mol": 90.08,
  "charge": 0,
  "smiles": "[H]/N=C/N.O=CO",
  "gap_ev": 9.02,
  "relative_energy_kcal_mol": 108.7,
  "elements": ["N", "C", "N", "H", "H", "H", "H", "H", "O", "C", "O", "H"],
  "positions_angstrom": [[0.1945, 0.2354, 1.3196], [1.1524, -0.3660, 0.4467], [1.5012, -0.1432, -0.7926], [-0.3046, -0.5573, 1.7004], [0.5741, 0.5720, 2.2443], [0.8686, -1.4135, 0.7824], [2.4816, -0.4105, -0.7804], [0.1393, 0.8565, -0.7652], [-2.3631, -0.5121, -1.6509], [-1.7350, 0.3028, -1.0288], [-0.6539, 0.9480, -1.5567], [-1.8550, 0.4879, 0.0812]],
  "nbo_charge": [-0.8692, 0.3298, -0.6828, 0.3714, 0.4147, 0.1089, 0.4044, 0.5062, -0.5730, 0.6307, -0.7344, 0.0932]
}

***

| no. | E_tot (hartree) | LUMO (eV) |
| --- | --- | --- |
| 1 | -264.51842 | 1.0 |
| 2 | -264.36901 | 1.0 |
| 3 | -264.46984 | 0.7 |
| 4 | -339.69316 | 0.5 |
| 5 | -339.64597 | 0.7 |
| 6 | -339.65937 | -0.6 |